No. 1
This record from OMol25 describes C37H56CsN7O7S as an isolated structure at a distorted geometry. The level of theory is ωB97M-V/def2-TZVPD.

Last column: Löwdin charge in e.
Atoms and positions in Å:
H 7.70 3.49 5.21  0.088
H -1.86 -4.48 1.24  0.092
H -6.00 -1.40 -2.26  0.074
C -2.16 2.08 1.86  -0.062
H 1.80 -2.19 -1.96  0.073
H -0.64 -0.20 -5.14  0.085
H -5.34 -0.61 -4.47  0.071
C -0.46 -4.69 -4.27  -0.158
H 2.08 3.81 -0.09  0.080
C -2.00 3.16 -1.76  -0.056
H 4.71 -2.91 -1.25  0.113
C -1.88 -2.56 -3.22  -0.268
C 2.11 -3.64 0.57  -0.086
H -0.40 3.48 -4.69  0.079
H 4.04 0.74 4.20  0.050
H 2.82 4.13 4.79  0.090
H 3.22 3.46 1.24  0.083
C -1.19 3.75 -3.99  -0.072
Cs -0.63 -0.62 0.04  1.413
C -4.34 -1.04 -4.34  -0.120
C 1.70 0.68 4.02  -0.932
C -3.27 -2.01 1.38  -0.660
H -1.53 2.08 0.98  0.068
H -3.97 2.51 0.81  0.102
O 2.71 -0.82 -0.81  -0.175
C -5.03 -1.90 -2.18  -0.097
C -2.28 -2.70 2.37  -0.540
H -2.65 -1.20 3.89  0.077
C 2.48 3.03 0.55  -0.106
H -2.10 -0.47 -2.87  0.089
H 2.03 0.57 -4.69  0.085
H -4.76 -1.94 -1.12  0.066
H 4.27 6.03 5.44  0.089
C 3.59 0.97 0.45  -0.199
C -2.37 1.74 4.23  -0.046
H 4.33 0.30 -1.43  0.131
S 2.32 -0.90 3.78  0.478
C -4.30 2.28 2.92  -0.092
C -3.73 1.99 4.15  -0.091
H -1.36 3.71 -1.07  0.095
N 3.68 1.69 4.22  -0.030
C -2.30 -4.21 2.20  -0.020
H 0.11 -5.52 -4.68  0.072
H -2.58 -1.47 -1.52  0.033
C 5.83 2.58 4.75  -0.050
C 4.44 2.75 4.63  -0.266
H -2.39 2.28 -1.24  0.080
H 1.99 0.86 -2.93  0.082
H -3.70 -2.63 4.00  0.089
C -3.52 2.33 1.77  -0.074
N 2.31 1.80 4.20  0.014
O 3.06 2.06 -0.29  -0.189
H -3.63 -3.76 -3.62  0.073
C 2.83 -1.90 -1.70  -0.217
N 0.24 0.82 4.00  0.023
H 1.67 2.60 1.16  0.072
N -0.15 1.58 3.10  0.071
H 1.87 -4.63 0.16  0.093
C 3.91 -0.14 -0.52  -0.187
H -5.17 -2.94 -2.53  0.068
O -0.93 -2.29 2.12  -0.231
H -2.37 -5.64 -4.57  0.076
C -2.55 -3.69 -3.67  -0.086
H -1.63 1.25 -4.94  0.075
C -2.64 -1.38 -2.61  -0.210
H 6.72 5.73 5.67  0.078
H 4.64 -0.83 -0.08  0.125
H -0.88 -1.36 2.35  -0.020
C 1.43 0.47 -3.78  -0.047
H 1.16 -0.58 -3.59  0.050
H -5.37 2.47 2.85  0.095
H -4.34 1.95 5.04  0.094
H -2.85 3.78 -2.05  0.088
H 2.86 0.61 1.19  0.099
C -2.68 -2.29 3.79  -0.007
O 3.44 -3.28 0.25  -0.181
O -2.84 -0.93 0.87  -0.410
C -1.59 1.77 3.09  -0.260
H 4.49 1.28 1.00  0.126
N -4.05 -1.15 -2.93  -0.259
C 6.63 3.65 5.12  -0.132
C -1.85 -4.76 -4.21  -0.144
C 3.89 4.01 4.89  -0.044
H -3.62 -0.37 -4.81  0.070
H -3.33 -4.56 2.21  0.079
O -0.02 1.37 -1.69  -0.163
H 1.28 -3.57 -3.82  0.056
C 6.09 4.90 5.38  -0.149
C 4.71 5.06 5.25  -0.124
C 3.63 -3.07 -1.13  -0.211
C -0.34 1.76 -2.80  -0.528
H -4.31 -1.99 -4.89  0.071
O -4.36 -2.56 1.19  -0.004
N -1.30 2.75 -2.96  -0.145
H -0.94 4.73 -3.55  0.085
N 0.22 1.27 -3.95  -0.137
H 2.02 -3.65 1.66  0.086
H 6.27 1.61 4.55  0.102
H 3.37 -3.97 -1.71  0.121
H 1.38 -2.93 0.18  0.048
C -0.61 0.89 -5.08  -0.067
H -1.73 -4.69 2.99  0.082
C -0.47 -2.44 -3.22  -0.084
H 3.31 -1.59 -2.64  0.126
H -0.22 1.29 -6.02  0.079
H -1.89 1.50 5.18  0.104
H -1.98 -2.72 4.51  0.088
C 0.18 -3.56 -3.77  -0.193
H -2.12 3.86 -4.55  0.083

Computed properties:
Highest occupied orbital energy = -0.0576 hartree
Frontier orbital gap = 0.189 hartree
Charge = -2
Total energy = -2771.696361 Eh

No. 2
This record from OMol25 describes a 10-piece molecular cluster, C37H57N3O11 overall at a distorted geometry. The level of theory is ωB97M-V/def2-TZVPD.

Last column: Löwdin spin population.
Atoms and positions in Å:
H -1.15 3.02 -1.78  0.000
C 0.81 -3.48 -3.97  0.000
H -3.98 -1.07 5.54  0.000
O 0.80 -5.13 -2.31  0.000
C 0.52 -4.89 -3.49  0.000
O 0.23 3.89 0.29  0.000
C -0.15 4.22 2.72  0.000
H 0.76 -0.43 1.92  0.000
C -1.04 -0.29 -0.70  0.000
O 0.13 -3.81 2.11  0.000
O 4.91 -1.27 -2.43  0.001
C 1.36 -4.61 1.92  0.000
H 3.64 5.27 -1.96  0.013
H 1.93 -4.51 3.83  0.000
H 3.99 0.14 -5.24  0.000
H -0.31 -1.35 5.57  0.000
H -0.86 -5.52 -4.95  0.000
C -4.37 0.16 2.67  0.000
H -0.35 -6.87 -3.94  0.000
C -3.23 -2.98 -5.23  0.000
H 3.35 2.32 1.05  0.013
H 0.03 2.54 -4.49  0.000
N -4.33 -0.64 4.70  0.000
C 2.14 -3.89 2.96  0.000
H 0.07 -3.16 -4.70  0.000
O -0.78 -2.10 3.20  0.000
C -5.44 0.66 3.32  0.000
H -2.61 -2.09 -5.20  0.000
H -3.98 -1.94 -2.49  0.000
H 0.27 5.20 2.98  0.000
H 0.79 1.17 1.36  0.000
C 4.43 -1.43 -3.76  0.000
C -3.30 -2.77 -2.69  0.000
C 5.16 2.93 -0.25  0.195
C 0.00 -5.99 -4.48  0.000
H -3.38 -3.35 -1.77  0.000
H 4.88 1.45 -3.36  0.000
H 1.89 -4.55 0.97  0.000
H -6.25 1.16 2.81  0.000
C 5.18 3.80 -1.39  0.051
C 1.60 -2.50 3.32  0.000
C -1.96 2.29 -3.67  0.000
C 0.38 -0.19 -1.15  0.000
H -1.67 4.66 4.21  0.000
C -2.58 4.49 2.16  0.000
H -1.83 4.29 -2.81  0.000
H 0.39 2.74 5.11  0.000
H -1.64 -0.37 1.36  0.000
H 6.00 4.26 -1.92  -0.002
C 3.76 -0.19 -4.23  0.000
C 3.76 2.88 0.22  0.348
H -0.27 0.22 3.94  0.000
O 0.78 -0.20 -2.34  0.000
H 3.93 -0.06 -1.12  0.002
C -1.64 4.06 3.30  0.000
H 0.68 -6.18 -5.31  0.000
H -1.71 0.31 -1.32  0.000
H 5.55 0.44 -1.63  0.001
O 1.24 -0.01 -0.12  0.001
H 1.71 -2.21 4.37  0.000
C -3.79 -0.81 3.48  0.000
H -5.80 0.71 5.56  0.000
H -2.98 -1.50 3.28  0.000
C 3.90 4.38 -1.41  0.329
C -1.94 3.26 -2.49  0.000
C 0.19 0.13 7.04  0.000
H -1.42 3.39 -5.38  0.000
H 3.25 1.40 -2.68  0.001
H -2.30 -2.34 -2.74  0.000
H 2.13 4.21 -0.23  -0.002
H 2.73 -0.52 -4.38  0.000
H 0.97 -2.81 -3.12  0.000
H -1.02 1.63 -5.48  0.000
C -0.99 0.18 0.68  0.000
C 0.29 1.54 6.98  0.000
N 3.07 3.89 -0.40  0.039
H -4.10 -2.87 -5.88  0.000
O -1.77 4.34 0.98  0.000
H 1.29 -5.67 2.14  0.000
O -2.80 1.38 -3.71  0.000
H -2.94 5.51 2.31  0.000
C -0.54 4.16 1.24  0.000
H 0.61 3.50 3.03  0.000
H -1.84 3.00 3.45  0.000
C 0.25 1.80 5.63  0.000
H -4.23 0.34 1.61  0.000
H 2.02 -1.71 2.70  0.000
H 0.47 2.25 7.77  0.000
C -1.00 2.53 -4.86  0.000
C 4.08 0.79 -3.05  0.001
H 3.23 -3.80 2.90  0.000
H -1.42 -1.30 -0.84  0.000
H -1.29 1.23 0.69  0.000
H 1.76 -3.60 -4.50  0.000
C 0.22 -2.77 2.96  0.000
H -2.57 -3.66 -5.76  0.000
C -5.31 0.35 4.66  0.000
H -2.73 3.23 -1.73  0.000
C 4.60 0.03 -1.97  0.004
O -4.49 -4.47 -3.89  0.000
N -0.07 -0.41 5.84  0.000
H 0.30 -0.49 7.92  0.000
C -3.74 -3.49 -3.90  0.000
C 0.47 0.17 1.06  0.000
C -0.09 0.62 4.92  0.000
H 5.97 2.29 0.07  0.006
O 4.60 -2.36 -4.34  0.000
H -3.43 3.81 2.17  0.000

Computed properties:
Highest occupied orbital energy (alpha / beta) = -0.3522 / -0.3522 hartree
Frontier orbital gap (alpha / beta) = 0.229 / 0.090 hartree
Spin multiplicity = 2
Charge = +1
Total energy = -2435.544904 Eh

No. 3
This record from OMol25 describes a 3-piece molecular cluster, C37H59F3N4O5 overall at a distorted geometry. The level of theory is ωB97M-V/def2-TZVPD.

Last column: Löwdin spin population.
Atoms and positions in Å:
C -4.24 -4.39 1.24  -0.001
H -1.30 -1.94 -2.34  0.000
H -3.45 -4.05 1.91  0.000
H 4.34 -7.78 0.66  0.000
C -5.64 -3.92 -0.81  0.013
H -5.77 -2.43 1.66  0.000
C 8.47 4.72 2.19  0.000
H 4.31 0.54 2.24  0.000
H -7.93 4.53 -2.02  0.001
C 0.85 -5.15 0.08  0.001
C 5.93 2.33 2.93  0.000
H 6.10 -3.08 4.03  0.000
C -5.91 -3.05 -2.03  0.001
C 8.20 0.04 2.74  0.000
H -4.50 5.39 2.15  0.000
C -3.88 4.77 -1.99  0.001
C 5.95 -4.70 2.12  0.000
H -3.96 -5.38 0.85  -0.001
C -3.83 4.78 -0.47  0.013
O 3.35 -5.89 0.62  0.000
C -4.63 -2.84 -2.82  0.014
F 5.22 4.90 0.60  0.000
O 2.87 -4.66 -1.50  0.000
H -5.64 -1.43 0.25  0.000
H 6.32 -3.81 -1.55  0.000
C -3.46 -2.26 -1.97  0.023
H -6.72 2.00 -3.46  0.000
O -5.61 2.34 0.16  0.615
H 5.80 -5.70 2.75  0.000
F 5.75 5.72 -1.62  0.000
H -1.97 -3.27 -3.29  0.000
N -3.27 -2.98 -0.66  0.323
H -4.30 3.65 1.97  -0.001
C -5.07 -2.12 0.87  0.001
H -7.21 4.17 -3.59  0.000
C 4.30 -6.81 -0.03  0.000
H -4.83 -2.18 -3.69  0.001
C 0.69 -4.11 1.38  0.000
C 5.44 0.80 2.48  0.000
C -6.04 3.40 -1.89  0.021
H -6.44 6.21 -0.84  0.000
N -6.07 3.55 -0.39  0.310
C -2.18 -2.28 -2.88  -0.001
C 6.43 -2.19 0.24  0.000
H 8.77 3.92 4.39  0.000
H -5.31 6.84 0.32  0.000
H 7.04 4.78 3.99  0.000
C -4.62 3.54 -2.49  0.012
H -4.04 -0.25 -2.62  0.000
H -3.31 5.69 -0.12  0.001
C 8.52 1.60 3.18  0.000
C 7.89 4.07 3.61  0.000
N 6.01 -4.88 0.59  0.000
H 6.57 -7.07 0.34  0.000
C 2.46 -5.23 -0.34  0.000
H -6.57 -4.03 -0.24  0.001
H -7.65 1.88 -1.96  0.000
C 6.38 -1.91 1.89  0.000
C -5.99 6.00 0.12  0.001
H -4.26 -1.57 1.37  0.001
H 0.40 -3.03 1.00  0.000
H 3.88 -7.15 -1.07  0.000
O 7.60 5.76 1.62  0.000
H -4.67 3.57 -3.59  0.001
H -4.39 -0.51 -0.94  0.000
C -6.97 4.45 -2.56  0.001
C 6.63 -0.36 2.36  0.000
C 6.31 4.95 -0.44  0.000
H -4.35 5.69 -2.35  0.000
C -5.22 4.65 0.20  0.022
H -6.53 5.44 -2.63  0.000
H -2.31 -1.61 -3.75  0.000
C -3.67 -0.74 -1.72  0.001
H -6.65 -3.54 -2.67  0.001
H 0.16 -4.79 -0.80  0.000
H 9.58 5.14 2.34  0.000
C -4.97 4.49 1.74  -0.001
H 0.57 -6.22 0.48  0.000
H -5.37 -4.93 -1.15  0.002
C -6.64 2.03 -2.37  -0.001
H 9.66 1.85 3.42  0.000
H -2.86 4.77 -2.39  0.001
H -6.79 6.04 0.87  0.001
O -2.58 -4.17 -0.94  0.597
C 5.85 -6.25 -0.10  0.000
C -4.52 -3.35 0.10  0.022
C 6.13 -3.21 2.86  0.000
H 7.46 6.91 -0.20  0.000
H -3.19 3.94 -0.15  0.002
H 5.13 3.21 3.01  0.000
H -6.02 1.18 -2.09  -0.001
H 8.65 5.43 -0.33  0.000
H 1.71 -4.07 1.98  0.000
C 7.63 5.78 0.15  0.000
H -4.02 2.65 -2.25  0.002
C 6.24 -3.70 -0.37  0.000
H -0.16 -4.57 2.06  0.000
F 6.67 3.55 -0.86  0.000
H 6.64 -1.28 -0.47  0.000
H -5.14 -4.55 1.85  0.000
H -2.73 -0.25 -1.44  0.001
H 9.04 -0.81 2.68  0.000
N 7.41 2.67 3.23  0.000
H -5.91 4.33 2.28  0.000
H -4.32 -3.81 -3.25  0.002
H 8.54 3.85 1.37  0.000
H -6.34 -2.08 -1.74  0.000
H 6.12 -6.15 -1.26  0.000

Computed properties:
Highest occupied orbital energy (alpha / beta) = -0.4158 / -0.4370 hartree
Frontier orbital gap (alpha / beta) = 0.137 / 0.158 hartree
Spin multiplicity = 3
Charge = +2
Total energy = -2338.584949 Eh

No. 4
This record from OMol25 describes a 2-piece molecular cluster, C37H59F3N6O5P2S overall at a distorted geometry. The level of theory is ωB97M-V/def2-TZVPD.

Last column: Löwdin charge in e.
Atoms and positions in Å:
H -2.32 -0.91 0.16  0.115
H -0.58 3.61 4.49  0.099
N -4.88 -7.84 -0.20  -0.341
F 4.13 9.41 -2.68  0.101
C -0.18 -0.86 -0.65  -0.188
N 4.99 5.22 3.04  0.047
C -7.81 -9.28 -2.34  -0.147
H -0.62 1.92 3.80  0.064
H -1.49 -2.53 -0.03  0.114
C 7.04 5.11 -1.71  0.041
H 0.60 1.22 -0.61  0.115
N 6.91 1.29 -1.46  -0.143
C 7.70 2.54 -1.35  -0.212
H -0.65 5.62 1.36  0.124
O 5.06 9.23 0.19  -0.476
H -2.17 2.87 3.84  0.076
C 6.88 3.82 -0.92  -0.142
H -8.76 -7.40 1.44  0.080
C 6.50 7.63 -2.24  -0.083
H -6.62 -7.89 3.25  0.082
H 4.70 4.50 3.70  0.088
H -8.84 -9.03 0.77  0.072
C -1.64 -1.51 -0.51  -0.163
C -2.82 -4.67 -4.06  0.016
H 0.04 -0.84 -1.77  0.114
H 1.62 5.43 2.25  0.102
H -1.30 3.05 1.41  0.133
C 1.85 4.36 2.04  0.073
H -3.59 -5.48 -3.82  0.093
C 7.56 0.27 -0.61  -0.181
H -4.53 -5.85 -0.84  0.054
H 6.01 5.22 2.90  0.086
P 4.38 7.89 0.42  0.741
C -0.16 0.60 -0.02  -0.190
H -0.30 5.54 3.14  0.101
C -0.73 3.57 2.23  -0.285
C -2.47 5.54 2.75  -0.231
H 8.57 2.42 -0.63  0.124
H -3.08 -6.73 -0.44  0.070
H -3.06 -8.75 0.40  0.080
C 5.36 6.41 -0.15  -0.179
H 3.07 7.79 -0.16  0.015
H 7.67 0.57 0.48  0.059
H -0.69 0.81 2.11  0.093
C 1.29 1.84 1.67  -0.092
S 5.56 2.39 1.27  0.952
H 6.12 8.20 -4.33  0.167
H -1.63 7.63 3.16  0.076
C 4.10 8.15 -3.28  -0.423
H -8.48 -8.83 2.46  0.080
C -2.34 6.88 3.63  -0.135
H 0.62 -1.47 -0.14  0.095
O -1.64 -2.82 -2.70  -0.061
C 5.92 3.88 0.23  -0.324
C 5.56 7.59 -3.54  -0.226
H -7.07 -9.30 -3.15  0.082
C 3.56 -0.95 0.54  0.103
H 8.63 0.16 -1.00  0.088
H -6.31 -10.68 0.29  0.065
C 5.17 5.13 0.66  -0.191
H -3.29 -3.89 -4.73  0.085
C -1.05 2.95 3.68  -0.076
H -3.09 5.83 1.85  0.105
H 8.11 2.77 -2.39  0.121
N -7.18 -9.25 -1.02  -0.334
H -3.41 -2.10 -1.78  0.136
H -5.18 -7.64 2.31  0.070
C 3.32 4.04 1.79  -0.189
C -6.62 -10.56 -0.75  -0.144
H 5.92 1.43 -1.24  0.070
H -8.45 -8.40 -2.48  0.069
H 0.76 -0.36 1.80  0.106
C 6.29 6.36 -1.33  -0.151
C -8.31 -8.40 1.48  -0.139
O -6.40 -7.15 -1.87  -0.308
C 0.82 3.25 1.98  -0.085
C -4.12 -6.59 -0.15  -0.145
C 0.28 0.62 1.54  -0.129
C 3.74 2.60 1.54  -0.338
H -3.34 7.41 3.72  0.070
C 2.75 1.49 1.47  -0.145
H -1.94 -5.12 -4.60  0.093
H -6.52 -6.48 2.18  0.087
H -4.14 -6.16 0.85  0.067
H 7.56 7.54 -2.66  0.125
H 7.73 5.10 -2.61  0.118
H -5.78 -10.79 -1.40  0.076
C -6.27 -7.54 2.27  -0.131
H 3.89 -1.87 0.02  0.061
F 3.43 8.33 -4.51  0.070
N 4.27 5.15 1.82  -0.221
C -1.00 5.13 2.33  -0.213
H -4.48 -9.61 0.90  0.065
N -6.85 -8.34 1.18  -0.273
H 4.53 6.10 -4.42  0.105
H -1.16 1.09 -0.20  0.103
C -2.32 -1.79 -1.92  -0.183
P -6.56 -7.74 -0.46  0.739
H -7.38 -11.34 -0.90  0.077
H -2.29 -0.83 -2.52  0.133
O -2.61 -4.64 -1.65  0.074
F 3.37 7.22 -2.55  0.080
H -8.47 -10.15 -2.45  0.076
O 5.44 6.26 -4.08  -0.030
H 7.10 -0.76 -0.70  0.080
H 6.47 8.62 -1.70  0.112
H 4.17 7.71 1.84  0.019
C -2.34 -4.03 -2.67  -0.442
H -3.03 4.76 3.34  0.092
H -3.96 -9.63 -0.81  0.072
H -1.97 6.68 4.68  0.074
C -4.07 -9.01 0.08  -0.131
C 3.23 0.05 1.18  -0.095

Computed properties:
Highest occupied orbital energy = -0.2836 hartree
Frontier orbital gap = 0.263 hartree
Total energy = -3530.064025 Eh